Record 1
DFT (the ωB97M-V functional and the def2-TZVPD basis) results for one molecule with the formula C3H3F2NO.

Each line ends with the natural charge from an NBO analysis.
Cartesian coordinates (Å):
C  -0.691  -0.586  0.092  -0.377
C  -1.029  0.782  0.336  0.425
C  1.448  0.014  -0.539  0.941
N  0.419  -0.633  -0.847  -0.484
O  -0.386  1.782  0.019  -0.499
F  1.579  0.339  0.742  -0.329
F  2.655  -0.129  -1.059  -0.284
H  -1.635  -1.014  -0.298  0.230
H  -2.074  0.731  0.774  0.112
H  -0.287  -1.285  0.780  0.266

## Properties
Lowest unoccupied orbital energy = 0.550 eV
HOMO = -0.3849 Ha
SMILES = O=CCN=C(F)F
Gap between HOMO and LUMO = 0.405 Eh

***

Record 2
DFT (the ωB97M-V functional and the def2-TZVPD basis) results for one molecule with the formula C3H3F2NO.

Each line ends with the natural charge from an NBO analysis.
Cartesian coordinates (Å):
C  0.122  -1.063  -0.939  0.700
C  -0.004  0.686  0.617  -0.299
C  -0.690  -0.002  -0.540  0.006
N  1.363  0.488  0.255  -0.081
O  0.450  -2.171  -1.185  -0.379
F  -2.098  -0.331  -0.443  -0.365
F  2.099  -0.080  1.306  -0.262
H  -0.245  1.660  0.592  0.216
H  -0.252  0.179  1.685  0.228
H  -0.745  0.635  -1.349  0.237

## Properties
Lowest unoccupied orbital energy (spin up / spin down) = -0.326 / -0.700 eV
HOMO (spin up / spin down) = -0.3520 / -0.3037 Ha
Gap between HOMO and LUMO (spin up / spin down) = 0.340 / 0.278 Eh

***

Record 3
DFT (the ωB97M-V functional and the def2-TZVPD basis) results for C3H3F3 as an isolated structure.

Each line ends with the natural charge from an NBO analysis.
Cartesian coordinates (Å):
C  -0.913  0.790  -0.278  -0.017
C  0.433  -0.059  -0.316  -0.427
C  0.815  -1.031  0.477  0.772
H  -0.592  1.747  -1.270  0.222
H  -0.956  1.684  0.934  0.244
H  1.049  -0.014  -1.268  0.251
F  -2.124  -0.216  -0.595  -0.393
F  0.181  -1.277  1.736  -0.334
F  2.106  -1.625  0.581  -0.318

## Properties
Lowest unoccupied orbital energy = -0.018 eV
HOMO = -0.4018 Ha
Gap between HOMO and LUMO = 0.401 Eh

***

Record 4
DFT (the ωB97M-V functional and the def2-TZVPD basis) results for one molecule with the formula C3H3F3N2O4.

Each line ends with the natural charge from an NBO analysis.
Cartesian coordinates (Å):
C  -0.606  -1.117  0.771  -0.646
C  -0.416  -0.134  -0.305  0.078
C  -1.682  0.573  -0.747  0.961
N  2.481  0.414  0.692  0.717
N  0.635  0.118  -0.970  0.371
O  3.659  0.219  0.776  -0.284
O  0.833  0.898  -1.851  -0.357
O  1.686  1.145  1.208  -0.319
O  1.954  -0.489  -0.360  -0.327
F  -2.010  0.528  -1.989  -0.272
F  -1.681  1.900  -0.323  -0.331
F  -2.695  0.045  -0.012  -0.327
H  -1.513  -0.766  1.382  0.263
H  0.237  -1.252  1.312  0.233
H  -0.884  -2.083  0.414  0.241

## Properties
Lowest unoccupied orbital energy = -0.474 eV
HOMO = -0.3801 Ha
SMILES = C/C(=[N+](/[O-])O[N+](=O)[O-])C(F)(F)F
Gap between HOMO and LUMO = 0.363 Eh

***

Record 5
DFT (the ωB97M-V functional and the def2-TZVPD basis) results for a 2-piece molecular cluster, C3H3F3O overall.

Each line ends with the natural charge from an NBO analysis.
Cartesian coordinates (Å):
C  -0.716  0.935  -1.421  0.459
C  -0.610  -0.380  0.388  -0.545
C  0.798  -0.426  0.848  0.939
O  -0.854  0.362  -2.445  -0.469
F  0.807  -0.862  2.156  -0.335
F  1.576  -1.334  0.073  -0.354
F  1.468  0.730  0.806  -0.320
H  -0.457  2.042  -1.266  0.162
H  -1.168  0.125  1.092  0.222
H  -0.844  -1.191  -0.230  0.242

## Properties
Lowest unoccupied orbital energy (spin up / spin down) = 0.031 / 0.030 eV
HOMO (spin up / spin down) = -0.3475 / -0.3475 Ha
Gap between HOMO and LUMO (spin up / spin down) = 0.349 / 0.349 Eh

***

Record 6
DFT (the ωB97M-V functional and the def2-TZVPD basis) results for one molecule with the formula C3H3FN2O2.

Each line ends with the natural charge from an NBO analysis.
Cartesian coordinates (Å):
C  0.988  -0.244  -0.178  0.564
C  -0.643  -1.613  -0.080  -0.201
C  -1.114  -0.431  0.117  0.482
H  2.179  1.208  -0.294  0.484
H  -1.122  -2.609  0.065  0.229
H  -0.420  2.493  0.521  0.489
N  0.760  -1.457  -0.125  -0.418
N  -0.211  0.492  0.290  -0.155
O  2.235  0.255  0.047  -0.643
O  -0.391  1.783  -0.259  -0.547
F  -2.261  0.122  -0.104  -0.284

## Properties
Lowest unoccupied orbital energy = 0.107 eV
HOMO = -0.3263 Ha
SMILES = Oc1ncc(F)n1O
Gap between HOMO and LUMO = 0.330 Eh

***

Record 7
DFT (the ωB97M-V functional and the def2-TZVPD basis) results for a 2-piece molecular cluster, C3H3FN2O4 overall.

Each line ends with the natural charge from an NBO analysis.
Cartesian coordinates (Å):
O  -1.723  -1.603  -1.317  -0.641
C  -0.922  -0.684  -0.806  0.756
N  -1.109  0.587  -1.220  -0.669
C  -0.474  1.614  -0.795  0.953
O  -0.396  2.762  -1.063  -0.463
N  -0.038  -1.027  0.084  -0.745
H  -2.298  -1.217  -1.991  0.509
H  -0.155  -1.961  0.468  0.392
O  0.777  1.357  0.713  -0.701
C  0.981  0.232  1.285  1.094
F  0.370  0.127  2.480  -0.325
O  2.229  -0.180  1.476  -0.665
H  2.760  -0.007  0.687  0.506

## Properties
Lowest unoccupied orbital energy = 0.274 eV
HOMO = -0.3871 Ha
SMILES = [H]/N=C(\O)N=C=O.O=C(O)F
Gap between HOMO and LUMO = 0.397 Eh

***

Record 8
DFT (the ωB97M-V functional and the def2-TZVPD basis) results for C3H3FNO6Rb as an isolated structure.

Each line ends with the Löwdin charge.
Cartesian coordinates (Å):
Rb  0.551  -2.046  -0.663  1.563
N  0.079  -4.807  -1.435  -0.612
O  0.162  -4.973  -2.679  -0.035
O  -0.509  -3.736  -1.104  -0.510
O  0.550  -5.519  -0.518  -0.028
C  0.630  2.787  0.651  -0.046
C  -0.831  2.656  0.698  -0.439
O  -1.088  1.363  0.325  0.178
C  0.045  0.630  0.563  -0.470
O  0.108  -0.586  0.459  -0.371
O  1.025  1.469  0.923  0.110
F  -1.483  3.468  -0.053  0.161
H  1.042  3.394  1.457  0.157
H  0.923  3.133  -0.340  0.158
H  -1.204  2.766  1.716  0.182

## Properties
Lowest unoccupied orbital energy = -0.502 eV
HOMO = -0.3042 Ha
Gap between HOMO and LUMO = 0.286 Eh

***

Record 9
DFT (the ωB97M-V functional and the def2-TZVPD basis) results for C3H3FNaO2 as an isolated structure.

Each line ends with the natural charge from an NBO analysis.
Cartesian coordinates (Å):
H  -0.919  0.590  -1.722  0.547
C  0.501  1.086  0.438  0.352
C  0.461  1.546  -0.923  -0.334
O  1.773  1.655  -1.513  -0.414
C  2.803  1.892  -1.962  0.768
O  -0.478  0.535  0.965  -0.609
F  -1.871  -0.247  -1.450  -0.715
H  1.492  0.738  0.791  0.146
H  -0.106  2.425  -1.227  0.266
Na  -2.436  -1.060  0.535  0.993

## Properties
Lowest unoccupied orbital energy = -4.429 eV
HOMO = -0.5097 Ha
Net charge = +1
Gap between HOMO and LUMO = 0.347 Eh

***

Record 10
DFT (the ωB97M-V functional and the def2-TZVPD basis) results for C3H3FNiO2 as an isolated structure.

Each line ends with the Löwdin spin population.
Cartesian coordinates (Å):
H  0.222  -1.941  0.658  0.015
F  -2.114  -0.159  1.570  0.226
O  -0.357  1.093  -0.018  0.003
O  1.291  -0.187  -0.559  0.052
C  -0.190  0.140  1.008  0.076
C  0.512  -0.916  0.389  0.473
C  0.240  0.517  -1.147  0.170
H  0.017  0.550  1.994  0.009
H  -0.292  -0.861  -1.135  -0.016
Ni  0.670  1.765  -2.760  0.992

## Properties
Multiplicity = 3
Lowest unoccupied orbital energy (spin up / spin down) = -1.617 / -1.916 eV
HOMO (spin up / spin down) = -0.3103 / -0.3384 Ha
Gap between HOMO and LUMO (spin up / spin down) = 0.251 / 0.268 Eh
<S²> = 2.036

***

Record 11
DFT (the ωB97M-V functional and the def2-TZVPD basis) results for one molecule with the formula C3H3FO.

Each line ends with the natural charge from an NBO analysis.
Cartesian coordinates (Å):
C  -0.396  -0.778  0.310  -0.317
C  0.327  -0.759  -0.768  0.114
C  -0.261  0.985  0.304  0.496
O  0.441  0.614  -0.972  -0.538
F  0.604  1.256  1.273  -0.322
H  -0.728  -1.563  0.854  0.200
H  1.012  -1.447  -1.209  0.206
H  -1.000  1.694  0.208  0.161

## Properties
Lowest unoccupied orbital energy = 1.151 eV
HOMO = -0.3410 Ha
SMILES = F[C@@H]1C=CO1
Gap between HOMO and LUMO = 0.383 Eh

***

Record 12
DFT (the ωB97M-V functional and the def2-TZVPD basis) results for a 2-piece molecular cluster, C3H3FO overall.

Each line ends with the natural charge from an NBO analysis.
Cartesian coordinates (Å):
C  -1.604  -0.988  -0.440  0.480
C  1.015  -0.211  0.384  -0.478
C  0.453  0.658  -0.423  0.236
O  -2.251  -0.456  0.323  -0.504
F  -0.224  1.592  0.171  -0.325
H  0.950  0.005  1.407  0.209
H  1.360  -1.118  0.032  0.208
H  0.300  0.518  -1.454  0.173

## Properties
Lowest unoccupied orbital energy = 1.082 eV
HOMO = -0.3619 Ha
Gap between HOMO and LUMO = 0.402 Eh

***

What are the E_tot values for these records? In order: -445.76899, -445.62455, -415.51178, -825.91829, -490.86143, -475.84382, -626.44239, -745.98394, -528.35796, -1874.40225, -291.09506, -291.15566 Ha.